(one)
Entry from OMol25: a 2-piece molecular cluster, C7H14S overall (ωB97M-V/def2-TZVPD).

2S+1	1
frontier orbital gap	0.348	Eh
total charge	0
E_HOMO	-0.31873	Eh
SMILES	C/C=C\C.C=C(C)S
M	130.26	g mol⁻¹

```
22
C7H14S, DFT ωB97M-V/def2-TZVPD
H -3.88191 -1.13294 -1.78209
C 3.36140 2.52786 0.22524
H -0.04088 -2.10800 -0.45376
C -2.20356 -2.56122 -0.84456
C 2.11349 3.10330 0.99282
H 0.06558 3.08688 1.45366
H 4.22033 2.61796 0.90238
C 0.33473 1.25221 0.60490
C -0.92183 -2.53749 -0.05822
H 2.23160 4.17039 1.33602
H -0.64957 -3.52485 0.22664
S -2.61110 -0.85611 -1.37299
H 1.16872 0.60888 0.31590
H -2.70024 -4.67782 -1.04498
C -2.91590 -3.64288 -1.25263
H -0.18244 0.69110 1.34371
H 3.25712 1.49536 0.02833
H 3.70133 3.07326 -0.63656
C 0.92663 2.50866 1.10353
H -3.85509 -3.50626 -1.68053
H -0.29296 1.49930 -0.33451
H -1.12546 -2.08758 0.92772
```

(two)
Entry from OMol25: one molecule with the formula C7H14S (ωB97M-V/def2-TZVPD).

2S+1	1
frontier orbital gap	0.360	Eh
total charge	0
E_HOMO	-0.33056	Eh
SMILES	C[C@@H]1C[C@@]1(C)[C@@H](C)S
M	130.26	g mol⁻¹

```
22
C7H14S, DFT ωB97M-V/def2-TZVPD
C 0.45999 -1.54704 0.63411
C -0.05282 -0.37474 -0.16905
C -1.24167 0.31771 0.39053
C 1.20699 -0.22930 0.76842
H -3.49315 -0.67874 0.96042
H -1.53252 2.12955 -0.81798
H -0.18376 2.06291 0.35757
H 0.16390 0.55069 -1.93034
H 0.96481 -2.26641 0.11855
H -0.22517 -1.94591 1.37496
H -1.31256 0.13301 1.53349
C 2.52562 0.02530 0.16155
C -0.18627 -0.43440 -1.73521
S -2.93851 -0.37111 -0.23763
H -1.84294 2.18376 0.95864
H 2.44652 0.86202 -0.42269
H 1.01614 0.24488 1.71851
H -1.17638 -0.54819 -1.97927
H 0.33135 -1.23803 -2.33003
H 2.89658 -0.79720 -0.44320
C -1.19125 1.76779 0.15296
H 3.36511 0.15345 0.93568
```

Verdict on stability: (one) comes out at the bottom.

(one)
Entry from OMol25: one molecule with the formula C5H6 (ωB97M-V/def2-TZVPD).

2S+1	1
frontier orbital gap	0.379	Eh
total charge	0
E_HOMO	-0.33846	Eh
SMILES	C#CC(=C)C
M	66.10	g mol⁻¹

```
11
C5H6, DFT ωB97M-V/def2-TZVPD
H -0.38867 3.06026 1.73579
H -1.79061 -0.87636 -0.18522
H -1.31119 0.24525 -1.54023
H -0.59696 -1.44500 -1.50862
C 0.08959 1.12721 0.62772
C -0.19529 2.18915 1.16115
C 1.31273 -0.95409 0.14480
H 1.41406 -1.88932 -0.37240
C 0.23424 -0.18977 0.00959
C -0.93584 -0.57945 -0.85175
H 2.16793 -0.68787 0.77917
```

(two)
Entry from OMol25: one molecule with the formula C5H6 (ωB97M-V/def2-TZVPD).

2S+1	1
frontier orbital gap	0.391	Eh
total charge	0
E_HOMO	-0.34701	Eh
SMILES	C#CC1CC1
M	66.10	g mol⁻¹

```
11
C5H6, DFT ωB97M-V/def2-TZVPD
H -0.15373 -0.13114 1.68479
C -0.02011 -0.01506 0.57943
H -0.94058 -1.28497 -1.11162
H -0.46969 1.29046 -0.97410
C 2.49734 -0.05390 -0.13226
H -1.81171 1.37562 0.26431
H 3.54858 -0.02848 -0.47961
H -1.87160 -1.19956 0.36673
C 1.32172 0.03301 0.19106
C -1.01387 0.77054 -0.18383
C -1.08636 -0.75652 -0.20490
```

Verdict on stability: (two) comes out at the bottom.

(one)
Entry from OMol25: one molecule with the formula C5H6 (ωB97M-V/def2-TZVPD).

2S+1	1
frontier orbital gap	0.379	Eh
total charge	0
E_HOMO	-0.33759	Eh
SMILES	C#CC1CC1
M	66.10	g mol⁻¹

```
11
C5H6, DFT ωB97M-V/def2-TZVPD
C 1.18689 -0.37892 0.02319
C -2.04207 0.12949 -1.57652
H -0.44118 -1.04929 0.95068
C -0.25746 -0.26421 0.27284
C 0.87520 0.69912 0.93765
H 1.27654 -0.27312 -1.08535
H 0.93787 1.76376 0.81675
H 1.58251 -1.19648 0.59158
H -3.00574 0.04105 -2.25807
H 1.02888 0.41930 2.13758
C -1.14143 0.10930 -0.81032
```

(two)
Entry from OMol25: one molecule with the formula C5H6 (ωB97M-V/def2-TZVPD).

2S+1	1
frontier orbital gap	0.368	Eh
total charge	0
E_HOMO	-0.33532	Eh
SMILES	C#CC(=C)C
M	66.10	g mol⁻¹

```
11
C5H6, DFT ωB97M-V/def2-TZVPD
H -3.55516 -0.08291 0.00980
H 0.75354 -2.30536 -0.08664
C -1.25529 -0.31311 0.11199
H -0.16999 1.80625 -0.70465
C 1.07633 -1.28609 0.02590
H 1.69892 1.19516 -0.48642
C 0.20180 -0.24386 0.03675
H 2.21645 -1.19573 -0.09562
C -2.45636 -0.26826 -0.02843
H 0.84973 1.51382 1.21380
C 0.64003 1.18007 0.00351
```

Verdict on stability: (one) comes out at the bottom.

(one)
Entry from OMol25: a 2-piece molecular cluster, C5H6 overall (ωB97M-V/def2-TZVPD).

2S+1	1
frontier orbital gap	0.405	Eh
total charge	0
E_HOMO	-0.36591	Eh
SMILES	C#CC.C#C
M	66.10	g mol⁻¹

```
11
C5H6, DFT ωB97M-V/def2-TZVPD
H -0.21323 1.01097 0.72919
H 3.07832 -1.61584 -0.82333
H -0.04465 0.59304 -1.00772
C 2.28794 0.06335 0.46470
C 2.70560 -0.82401 -0.22041
C -1.74606 -0.15281 -0.03039
H 1.83738 0.84665 1.06682
C -2.59651 -0.97593 0.18355
H -3.35082 -1.70983 0.35128
C -0.74914 0.90003 -0.22128
H -1.20884 1.86438 -0.49242
```

(two)
Entry from OMol25: C5H6 as an isolated structure (ωB97M-V/def2-TZVPD).

2S+1	1
frontier orbital gap	0.375	Eh
total charge	0
E_HOMO	-0.38093	Eh
M	66.10	g mol⁻¹

```
11
C5H6, DFT ωB97M-V/def2-TZVPD
H -0.99398 -1.73571 -0.32932
H 0.73385 1.92133 0.31080
C -1.03087 -0.60775 -0.25986
C 0.17083 -0.06464 -1.00455
C -0.03451 1.24536 -0.02601
C -0.14516 0.05274 0.90782
H 1.44154 -1.64454 0.28243
C 1.03389 -0.62277 0.23177
H 1.82788 0.04722 0.57499
H -2.04409 -0.24735 -0.45382
H -0.95937 1.65612 -0.23426
```

(three)
Entry from OMol25: one molecule with the formula C5H6 (ωB97M-V/def2-TZVPD).

2S+1	1
frontier orbital gap	0.305	Eh
total charge	0
E_HOMO	-0.28648	Eh
M	66.10	g mol⁻¹

```
11
C5H6, DFT ωB97M-V/def2-TZVPD
H -0.62477 -2.14613 0.32449
H -1.71934 2.88141 -0.88389
C 0.72205 -0.50280 1.08712
H 1.78298 -0.27662 1.04535
H 0.33067 -0.56225 2.10560
C -0.82985 2.29420 -1.07328
H 0.85828 -1.85726 -0.69197
C -0.64233 1.10366 -0.63956
C -0.12836 0.00003 -0.01263
C 0.15501 -1.44649 0.02878
H 0.15044 0.54972 -1.37218
```

Verdict on stability: (three) comes out at the bottom.